{
  "formula": "C43H53FGaN4O3P2",
  "method": "ωB97M-V/def2-TZVPD",
  "e_homo_ev": -9.36,
  "molar_mass_g_mol": 824.591,
  "total_charge": 1,
  "relative_energy_ev": 0.0000,
  "gap_ev": 6.7720,
  "symbols": ["Ga", "C", "C", "C", "P", "C", "C", "C", "C", "C", "C", "C", "C", "C", "N", "C", "C", "C", "C", "C", "C", "P", "C", "C", "C", "C", "C", "C", "H", "H", "H", "H", "H", "H", "H", "H", "H", "H", "H", "H", "H", "H", "H", "H", "H", "H", "H", "H", "H", "H", "H", "H", "H", "H", "H", "H", "H", "H", "H", "H", "H", "H", "H", "H", "C", "C", "C", "C", "C", "C", "C", "F", "C", "C", "C", "O", "C", "C", "N", "C", "C", "O", "O", "H", "H", "H", "H", "H", "H", "H", "H", "H", "H", "H", "N", "C", "C", "C", "N", "C", "C", "H", "H", "H", "H", "H", "H"],
  "coordinates": [[0.035, -0.362, 0.127], [-0.023, 2.673, 2.208], [-0.235, 3.229, 0.801], [0.522, 4.546, 0.639], [0.171, 1.954, -0.462], [-0.809, 2.299, -1.981], [-0.207, 1.508, -3.140], [-0.999, 3.768, -2.348], [1.924, 1.966, -0.839], [2.535, 3.062, -1.460], [3.860, 3.035, -1.838], [4.587, 1.869, -1.606], [4.011, 0.770, -1.006], [2.661, 0.777, -0.595], [2.029, -0.315, -0.060], [2.670, -1.525, 0.209], [3.837, -1.633, 0.970], [4.397, -2.871, 1.228], [3.806, -4.036, 0.749], [2.634, -3.949, 0.021], [2.056, -2.709, -0.251], [0.474, -2.448, -1.082], [-0.710, -3.784, -0.642], [-0.720, -3.957, 0.881], [-0.576, -5.134, -1.346], [0.784, -2.388, -2.891], [-0.543, -2.372, -3.653], [1.746, -3.454, -3.415], [-0.276, 3.442, 2.940], [1.019, 2.388, 2.369], [-0.656, 1.806, 2.388], [-1.305, 3.394, 0.657], [1.587, 4.411, 0.830], [0.141, 5.256, 1.377], [0.400, 4.998, -0.343], [-1.788, 1.877, -1.728], [0.747, 1.939, -3.448], [-0.884, 1.521, -3.994], [-0.026, 0.466, -2.870], [-0.050, 4.251, -2.584], [-1.493, 4.330, -1.556], [-1.625, 3.832, -3.239], [1.954, 3.953, -1.656], [4.317, 3.892, -2.313], [5.624, 1.813, -1.911], [4.602, -0.125, -0.874], [4.294, -0.735, 1.367], [5.304, -2.931, 1.817], [4.253, -5.000, 0.951], [2.167, -4.854, -0.345], [-1.667, -3.334, -0.927], [0.126, -4.560, 1.211], [-1.638, -4.460, 1.186], [-0.669, -3.002, 1.409], [0.402, -5.590, -1.186], [-0.744, -5.061, -2.418], [-1.325, -5.819, -0.944], [1.279, -1.416, -3.009], [-1.022, -3.351, -3.626], [-0.369, -2.121, -4.700], [-1.250, -1.649, -3.242], [1.303, -4.448, -3.392], [2.673, -3.474, -2.843], [1.998, -3.229, -4.453], [-5.264, -0.702, 5.277], [-3.906, -1.100, 5.829], [-3.565, -0.320, 7.088], [-2.248, -0.803, 7.668], [-1.164, -0.733, 6.628], [0.155, -0.612, 6.991], [1.152, -0.533, 6.020], [2.423, -0.420, 6.429], [0.868, -0.554, 4.687], [-0.473, -0.675, 4.292], [-0.787, -0.678, 2.875], [0.186, -0.521, 2.062], [-2.137, -0.836, 2.524], [-3.074, -0.943, 3.529], [-2.811, -0.903, 4.830], [-1.487, -0.774, 5.255], [-2.680, -0.942, 1.122], [-3.860, -1.174, 0.958], [-1.820, -0.838, 0.152], [-5.982, -0.731, 6.096], [-5.631, -1.377, 4.506], [-5.245, 0.314, 4.879], [-3.909, -2.167, 6.070], [-4.373, -0.457, 7.806], [-3.516, 0.746, 6.849], [-2.359, -1.836, 8.012], [-1.960, -0.212, 8.537], [0.436, -0.569, 8.035], [1.645, -0.483, 3.940], [-4.102, -1.065, 3.222], [-7.091, 3.764, 0.943], [-5.862, 3.167, 0.953], [-4.996, 3.292, 2.045], [-3.747, 2.707, 1.977], [-3.290, 2.016, 0.932], [-4.133, 1.885, -0.095], [-5.397, 2.434, -0.143], [-7.474, 4.105, 1.807], [-7.759, 3.488, 0.246], [-5.293, 3.845, 2.928], [-3.069, 2.806, 2.820], [-3.782, 1.278, -0.923], [-6.021, 2.284, -1.015]]
}